Density functional theory data (wB97M-V/def2-TZVPD) for a molecular structure, C16H31NP2RuS in a non-equilibrium geometry.

The calculation puts the largest force on an atom at 5.47 eV/A. The total charge is +2. The lowest unoccupied orbital energy (spin up / spin down) is -6.2 / -10.8 eV. As for the multiplicity: 5. Its expectation value of S² is 6.026. The HOMO-LUMO gap (spin up / spin down) comes out at 7.57 / 3.30 eV. The total energy is -50558.1427 eV. Its HOMO energy (spin up / spin down) is -13.782 / -14.134 eV.

Element x y z (Å)
P -2.391 0.048 0.432
P -0.222 -2.041 1.584
C -0.591 0.346 0.160
C 0.220 -0.956 0.129
H -0.259 1.008 0.978
H -0.505 0.905 -0.781
H 0.002 -1.547 -0.778
H 1.304 -0.755 0.140
C 0.890 -1.462 2.915
H 0.816 -2.180 3.743
H 0.563 -0.473 3.256
H 1.928 -1.413 2.557
C 0.451 -3.678 1.139
H 1.500 -3.588 0.824
H -0.154 -4.095 0.325
H 0.376 -4.319 2.027
C -3.088 1.616 0.955
H -4.176 1.514 1.010
H -2.800 2.344 0.194
H -2.684 1.876 1.938
C -3.095 -0.347 -1.180
H -2.723 -1.317 -1.529
H -2.798 0.452 -1.865
H -4.184 -0.378 -1.068
Ru -2.411 -1.605 1.859
C 3.528 0.295 -1.979
C 3.703 0.852 -0.772
C 3.838 2.307 -0.422
C 3.304 3.319 -1.457
C 1.842 3.131 -1.756
C 1.268 2.311 -2.648
C 1.928 1.378 -3.624
C 3.384 0.971 -3.314
C -4.539 -1.451 2.360
H 3.512 -0.802 -2.048
H 3.855 0.187 0.087
H 4.888 2.561 -0.196
H 3.293 2.458 0.525
H 3.410 4.317 -0.998
H 3.937 3.317 -2.353
H 1.195 3.791 -1.163
H 0.179 2.363 -2.769
H 1.892 1.791 -4.647
H 1.311 0.465 -3.657
H 3.668 0.229 -4.080
H 4.056 1.829 -3.444
H -5.242 -2.287 2.179
H -4.960 -0.835 1.602
H -4.725 -0.961 3.319
S -3.534 -3.457 3.413
C -5.015 -3.780 4.146
N -5.943 -4.251 4.731


Density functional theory data (wB97M-V/def2-TZVPD) for 2 unconnected molecules or ions with the total composition C9H15NOSi in a non-equilibrium geometry.

The calculation puts the largest force on an atom at 4.82 eV/A. The total charge is 0. The lowest unoccupied orbital energy (spin up / spin down) is -0.8 / -1.9 eV. The HOMO-LUMO gap (spin up / spin down) comes out at 7.89 / 7.40 eV. The total energy is -20987.4152 eV. Its HOMO energy (spin up / spin down) is -8.726 / -9.286 eV.

Element x y z (Å)
C -4.209 1.054 0.189
C -4.329 -0.207 0.751
C -3.044 1.396 -0.521
C -3.362 -1.161 0.533
C -1.945 0.560 -0.563
C -2.091 -0.775 -0.188
C 2.536 -1.431 1.286
C 1.976 1.557 0.508
C 3.822 0.039 -1.221
N 1.053 -0.666 -1.227
O -1.313 -1.712 -0.457
Si 2.219 -0.210 -0.148
H -5.024 1.626 0.285
H -5.362 -0.377 1.242
H -3.103 2.310 -0.878
H -3.465 -2.181 0.662
H -0.977 0.768 -0.938
H 3.517 -1.814 1.324
H 2.028 -1.018 2.240
H 1.921 -2.446 1.171
H 2.530 1.747 1.350
H 2.366 2.418 -0.232
H 0.871 1.820 0.817
H 4.728 -0.420 -0.815
H 3.676 -0.332 -2.154
H 3.999 1.038 -1.413
H 0.982 -1.583 -1.601


Density functional theory data (wB97M-V/def2-TZVPD) for a molecular structure, C9H22N4O7Ru in a non-equilibrium geometry.

The calculation puts the largest force on an atom at 5.56 eV/A. The total charge is +1. The lowest unoccupied orbital energy (spin up / spin down) is -5.0 / -6.7 eV. As for the multiplicity: 6. Its expectation value of S² is 8.868. The HOMO-LUMO gap (spin up / spin down) comes out at 5.72 / 6.22 eV. The total energy is -32546.3593 eV. Its HOMO energy (spin up / spin down) is -10.700 / -12.904 eV.

Element x y z (Å)
O 0.936 -0.462 -4.405
H 1.081 0.117 -3.637
Ru 0.057 -0.056 -0.243
N 0.464 1.396 1.104
N 1.606 1.118 -1.114
N -0.850 -1.089 1.134
N -0.069 -2.087 -1.068
O 0.071 1.443 2.334
O -1.067 -0.767 2.421
O 0.636 -2.629 -2.007
O 2.291 0.884 -2.153
C 2.014 2.183 -0.406
C 1.310 2.388 0.803
C -1.291 -2.388 0.905
C -0.841 -2.983 -0.265
C 1.478 3.583 1.718
H 1.800 3.310 2.734
H 0.529 4.134 1.809
H 2.212 4.312 1.344
C 3.104 3.103 -0.954
H 2.887 3.376 -2.010
H 4.099 2.604 -0.957
H 3.237 4.061 -0.401
C -2.169 -3.120 1.883
C -1.080 -4.393 -0.698
H -2.865 -2.463 2.435
H -1.619 -3.730 2.631
H -2.797 -3.852 1.337
H -0.452 -4.570 -1.567
H -2.113 -4.538 -1.020
H -0.860 -5.170 0.036
H -0.632 0.187 2.472
H 0.363 -1.044 -3.780
C -1.593 0.888 -0.546
H -1.505 1.937 -0.620
H -2.451 0.271 -0.603
H -1.211 0.641 -1.868
O -4.104 2.578 -1.112
H -4.523 1.875 -0.586
H -3.579 3.086 -0.464
O 2.205 -1.278 1.533
H 2.228 -1.249 2.517
H 3.061 -1.605 1.336


> Number 1 is which compound?

C16H31NP2RuS